# 1
Formula: C6H14N2O
Source: OMol25
Level of theory: the ωB97M-V functional and the def2-TZVPD basis

Properties
HOMO level ... -0.339 Ha
LUMO level ... 0.72 eV
Total charge ... 0
SMILES ... [H]/N=C(\N)CO.C=C(C)C

Cartesian coordinates (Å):
H (-2.0168, 4.1905, 0.2746)
N (-2.3818, 3.2404, 0.2751)
C (-1.5257, 2.3492, 0.0124)
N (-0.2132, 2.5199, -0.3184)
C (-1.9774, 0.9010, 0.0226)
O (-1.0865, 0.0291, -0.6260)
H (0.3769, 1.7024, -0.3274)
H (0.2239, 3.4139, -0.1752)
H (-2.9913, 0.8444, -0.3870)
H (-2.0201, 0.5682, 1.0649)
H (-1.0963, 0.2095, -1.5703)
C (1.4305, -1.7582, -1.3773)
C (1.2587, -1.6829, -0.0677)
C (1.9600, -0.6623, 0.7773)
C (0.3385, -2.5961, 0.6798)
H (2.0896, -1.0904, -1.9071)
H (0.9241, -2.4967, -1.9753)
H (2.5771, -0.0036, 0.1713)
H (2.5959, -1.1546, 1.5109)
H (1.2277, -0.0660, 1.3219)
H (-0.5050, -2.0264, 1.0617)
H (0.8525, -3.0481, 1.5252)
H (-0.0412, -3.3833, 0.0340)

Here are the natural (NBO) charges for atoms 1 to 5, given in e: atom 1 (H): 0.329, atom 2 (N): -0.726, atom 3 (C): 0.413, atom 4 (N): -0.834, atom 5 (C): -0.126


# 2
Formula: C6H14N2O
Source: OMol25
Level of theory: the ωB97M-V functional and the def2-TZVPD basis

Properties
HOMO level ... -0.307 Ha
LUMO level ... 0.74 eV
Total charge ... 0
SMILES ... CNC(C)=O.C=CCN

Cartesian coordinates (Å):
C (-2.1994, -0.1788, 1.6075)
N (-1.2632, 0.8045, 1.1156)
C (0.0748, 0.6405, 0.9580)
C (0.7209, -0.5122, 1.6815)
O (0.7301, 1.5754, 0.4284)
H (-1.8033, -0.6933, 2.4822)
H (-2.4405, -0.9325, 0.8509)
H (-3.1197, 0.3213, 1.9044)
H (-1.6494, 1.6087, 0.6433)
H (0.2797, -1.4618, 1.3894)
H (0.5933, -0.3890, 2.7591)
H (1.7803, -0.5344, 1.4490)
C (2.3124, 0.3040, -1.3244)
C (1.5691, -0.7424, -1.3807)
C (-0.1928, -0.5675, -1.6050)
N (-0.5855, 0.7019, -2.1420)
H (3.3844, 0.3958, -1.3721)
H (1.6814, 1.2472, -0.7096)
H (1.7545, -1.7874, -1.1973)
H (-0.2775, -1.3167, -2.3980)
H (-0.8847, -0.9142, -0.8372)
H (-0.5357, 1.4346, -1.4419)
H (0.0709, 0.9963, -2.8610)

Here are the natural (NBO) charges for atoms 1 to 5, given in e: atom 1 (C): -0.416, atom 2 (N): -0.607, atom 3 (C): 0.719, atom 4 (C): -0.726, atom 5 (O): -0.666


# 3
Formula: C6H14N2O
Source: OMol25
Level of theory: the ωB97M-V functional and the def2-TZVPD basis

Properties
HOMO level ... -0.262 Ha
LUMO level ... 0.63 eV
Total charge ... 0

Cartesian coordinates (Å):
C (1.2883, -0.1348, -0.4270)
C (0.4899, -1.1103, 0.2626)
C (-1.7362, 0.1225, 1.6532)
C (-1.9944, -0.4573, -0.6864)
C (2.5528, 0.3748, 0.2378)
N (-1.0629, -0.0986, 0.3791)
N (1.4196, -0.2630, -1.8568)
C (-0.0320, 1.1149, -0.0900)
O (-0.3521, 1.7908, -1.0619)
H (1.4590, 0.6613, -2.2859)
H (0.6207, -0.7077, -2.2960)
H (0.1071, -1.9751, -0.2721)
H (0.7147, -1.2932, 1.3080)
H (0.3076, 1.5596, 0.8612)
H (-2.7693, 0.3042, -0.8028)
H (-0.9999, 0.3233, 2.4318)
H (-2.4232, 0.9734, 1.5876)
H (-2.3042, -0.7649, 1.9443)
H (-2.4677, -1.4162, -0.4591)
H (-1.4472, -0.5352, -1.6225)
H (3.3889, -0.2988, 0.0382)
H (2.4280, 0.4724, 1.3179)
H (2.8127, 1.3580, -0.1611)

Here are the natural (NBO) charges for atoms 1 to 5, given in e: atom 1 (C): -0.068, atom 2 (C): -0.112, atom 3 (C): -0.422, atom 4 (C): -0.423, atom 5 (C): -0.608


# 4
Formula: C6H14N2O2
Source: OMol25
Level of theory: the ωB97M-V functional and the def2-TZVPD basis

Properties
HOMO level (spin up / spin down) ... 0.035 / -0.221 Ha
LUMO level (spin up / spin down) ... 3.38 / 3.30 eV
Total charge ... -1
2S+1 ... 2

Cartesian coordinates (Å):
C (-1.3706, -0.0586, 3.2314)
C (1.1367, 2.3725, 1.6527)
C (-0.6597, 0.7225, 2.2226)
O (-0.6949, 0.3444, 1.0489)
N (0.1610, 1.8426, 2.5798)
H (-2.0438, -0.7229, 2.7334)
H (0.2819, 2.0574, 3.5547)
H (1.0888, 3.5022, 1.5159)
H (-0.5384, -0.4357, 4.0309)
H (-2.0234, 0.5811, 3.8131)
H (2.1834, 2.1589, 1.9360)
H (1.0947, 1.9426, 0.6248)
C (-0.9256, 0.2624, -3.3118)
C (1.0481, -2.7845, -1.5402)
C (0.5594, -1.5898, -2.4308)
O (1.2327, -1.4426, -3.4220)
N (-0.5196, -0.6724, -2.1935)
H (-0.6742, -0.3050, -1.1997)
H (-1.1113, 1.2135, -2.8832)
H (0.8008, -2.5499, -0.4765)
H (-0.1572, 0.4555, -4.1090)
H (-1.7782, -0.2341, -3.7866)
H (0.7052, -3.7783, -1.9035)
H (2.2042, -2.8818, -1.6874)

Here are the natural (NBO) charges for atoms 1 to 5, given in e: atom 1 (C): -1.048, atom 2 (C): -0.531, atom 3 (C): 0.526, atom 4 (O): -0.701, atom 5 (N): -0.711


# 5
Formula: C6H14N2O2
Source: OMol25
Level of theory: the ωB97M-V functional and the def2-TZVPD basis

Properties
HOMO level (spin up / spin down) ... 0.035 / -0.220 Ha
LUMO level (spin up / spin down) ... 3.53 / 3.45 eV
Total charge ... -1
2S+1 ... 2

Cartesian coordinates (Å):
C (2.1954, -0.8362, 2.5995)
C (0.9667, 2.0090, 0.4475)
C (1.4548, -0.1923, 1.4725)
O (0.7281, -0.7769, 0.6696)
N (1.6825, 1.1264, 1.3220)
H (2.6334, -0.0961, 3.2480)
H (2.2091, 1.6229, 2.0293)
H (1.0734, 1.7365, -0.5938)
H (1.5368, -1.5783, 3.0525)
H (3.0527, -1.4377, 2.2870)
H (-0.1197, 1.9737, 0.5699)
H (1.4254, 2.9955, 0.5264)
C (-1.4853, 1.2659, -1.7944)
C (-1.7623, -2.3542, -1.0398)
C (-1.4761, -1.1128, -1.8727)
O (-0.8194, -1.1017, -2.8875)
N (-1.9183, 0.0153, -1.2353)
H (-2.1674, -0.0137, -0.2663)
H (-0.4333, 1.4870, -1.6331)
H (-2.1678, -2.2411, -0.0390)
H (-1.5124, 1.2420, -2.8776)
H (-2.0407, 2.1565, -1.5174)
H (-2.3048, -3.1387, -1.5715)
H (-0.7509, -2.7510, -0.8960)

Here are the natural (NBO) charges for atoms 1 to 5, given in e: atom 1 (C): -0.876, atom 2 (C): -0.706, atom 3 (C): 0.556, atom 4 (O): -0.700, atom 5 (N): -0.694


# 6
Formula: C6H14N2O2
Source: OMol25
Level of theory: the ωB97M-V functional and the def2-TZVPD basis

Properties
HOMO level ... -0.337 Ha
LUMO level ... 0.61 eV
Total charge ... 0
SMILES ... CNC(C)=O.CNC(C)=O

Cartesian coordinates (Å):
C (1.3637, 0.4843, 1.8842)
N (0.1517, 1.2164, 1.7767)
C (-1.0615, 0.5886, 1.4929)
C (-2.3071, 1.4440, 1.2953)
O (-1.1881, -0.6053, 1.4038)
H (2.0349, 0.7985, 2.7119)
H (1.3261, -0.6236, 1.8591)
H (2.0350, 0.6703, 1.0710)
H (0.0640, 2.1418, 2.1942)
H (-2.7276, 1.1281, 0.3359)
H (-3.1258, 1.0383, 1.9053)
H (-2.2389, 2.5259, 1.5161)
C (1.3206, 0.7766, -1.4129)
N (0.6998, -0.4992, -1.1964)
C (0.2847, -1.2895, -2.2320)
C (-0.3366, -2.6070, -1.7858)
O (0.3474, -0.9843, -3.4132)
H (0.6582, 1.6478, -1.1523)
H (2.0904, 0.9381, -0.5486)
H (1.5859, 1.0704, -2.4594)
H (0.3763, -0.8141, -0.2736)
H (0.4322, -3.2625, -1.2565)
H (-1.1918, -2.5890, -1.0744)
H (-0.5935, -3.1948, -2.6412)

Here are the natural (NBO) charges for atoms 1 to 5, given in e: atom 1 (C): -0.435, atom 2 (N): -0.638, atom 3 (C): 0.691, atom 4 (C): -0.731, atom 5 (O): -0.633


# 7
Formula: C6H14N2O2
Source: OMol25
Level of theory: the ωB97M-V functional and the def2-TZVPD basis

Properties
HOMO level ... -0.325 Ha
LUMO level ... 0.51 eV
Total charge ... 0
SMILES ... CNC(C)=O.CNC(C)=O

Cartesian coordinates (Å):
C (-1.6701, 2.1912, -0.9029)
N (-2.2766, 0.8587, -0.8874)
C (-1.4253, -0.1495, -1.2305)
C (-2.1627, -1.4094, -1.7680)
O (-0.2107, -0.0221, -1.2142)
H (-2.0116, 2.8835, -1.7294)
H (-2.0562, 2.7768, -0.0576)
H (-0.6057, 2.0581, -1.0406)
H (-3.2636, 0.8497, -0.9938)
H (-2.0007, -1.2999, -2.8838)
H (-1.6374, -2.3768, -1.6665)
H (-3.2620, -1.2598, -1.7141)
C (2.7792, -0.4021, -0.2768)
N (1.7822, -0.1874, 0.6893)
C (1.9932, -0.5705, 1.9933)
C (0.8432, -0.4079, 2.9207)
O (3.0797, -0.9006, 2.4351)
H (3.8575, -0.3759, 0.1248)
H (2.7757, -1.4346, -0.7144)
H (2.6283, 0.2191, -1.2543)
H (0.8127, -0.1521, 0.3791)
H (0.4934, -1.3004, 3.4331)
H (1.3757, 0.0220, 3.7752)
H (0.1618, 0.3900, 2.5834)

Here are the natural (NBO) charges for atoms 1 to 5, given in e: atom 1 (C): -0.442, atom 2 (N): -0.617, atom 3 (C): 0.698, atom 4 (C): -0.729, atom 5 (O): -0.661


# 8
Formula: C6H14N2O2
Source: OMol25
Level of theory: the ωB97M-V functional and the def2-TZVPD basis

Properties
HOMO level ... -0.359 Ha
LUMO level ... 0.58 eV
Total charge ... 0
SMILES ... CNC(C)=O.CNC(C)=O

Cartesian coordinates (Å):
C (-0.2939, -0.8201, -2.5438)
N (0.9947, -0.3191, -1.9898)
C (1.6304, -1.0860, -1.0405)
C (2.6452, -0.3597, -0.1370)
O (1.4726, -2.2809, -0.9439)
H (-0.3092, -1.9094, -2.5719)
H (-1.1126, -0.4365, -1.9315)
H (-0.4657, -0.4525, -3.5474)
H (0.8556, 0.6699, -1.8215)
H (2.0336, -0.1257, 0.7362)
H (3.0552, 0.5181, -0.6015)
H (3.4117, -1.0510, 0.1486)
C (-1.5999, 2.2192, 0.4935)
N (-1.7798, 0.8778, 1.1191)
C (-0.8488, 0.5085, 2.0980)
C (-0.6640, -1.0289, 2.1059)
O (-0.2562, 1.3885, 2.6726)
H (-0.5633, 2.5460, 0.5412)
H (-1.7948, 2.1688, -0.5851)
H (-2.3270, 2.8380, 1.0938)
H (-2.1857, 0.1672, 0.5399)
H (-1.6414, -1.4664, 2.2928)
H (-0.3623, -1.2058, 1.0935)
H (0.1057, -1.3597, 2.7787)

Here are the natural (NBO) charges for atoms 1 to 5, given in e: atom 1 (C): -0.423, atom 2 (N): -0.625, atom 3 (C): 0.682, atom 4 (C): -0.706, atom 5 (O): -0.615


What did the fourth record say?
Formula: C6H14N2O2
Source: OMol25
Level of theory: the ωB97M-V functional and the def2-TZVPD basis

Properties
HOMO level (spin up / spin down) ... 0.035 / -0.221 Ha
LUMO level (spin up / spin down) ... 3.38 / 3.30 eV
Total charge ... -1
2S+1 ... 2

Cartesian coordinates (Å):
C (-1.3706, -0.0586, 3.2314)
C (1.1367, 2.3725, 1.6527)
C (-0.6597, 0.7225, 2.2226)
O (-0.6949, 0.3444, 1.0489)
N (0.1610, 1.8426, 2.5798)
H (-2.0438, -0.7229, 2.7334)
H (0.2819, 2.0574, 3.5547)
H (1.0888, 3.5022, 1.5159)
H (-0.5384, -0.4357, 4.0309)
H (-2.0234, 0.5811, 3.8131)
H (2.1834, 2.1589, 1.9360)
H (1.0947, 1.9426, 0.6248)
C (-0.9256, 0.2624, -3.3118)
C (1.0481, -2.7845, -1.5402)
C (0.5594, -1.5898, -2.4308)
O (1.2327, -1.4426, -3.4220)
N (-0.5196, -0.6724, -2.1935)
H (-0.6742, -0.3050, -1.1997)
H (-1.1113, 1.2135, -2.8832)
H (0.8008, -2.5499, -0.4765)
H (-0.1572, 0.4555, -4.1090)
H (-1.7782, -0.2341, -3.7866)
H (0.7052, -3.7783, -1.9035)
H (2.2042, -2.8818, -1.6874)

Here are the natural (NBO) charges for atoms 1 to 5, given in e: atom 1 (C): -1.048, atom 2 (C): -0.531, atom 3 (C): 0.526, atom 4 (O): -0.701, atom 5 (N): -0.711